Record 1
Here is an isolated molecule of C3H7N3O2 at a distorted geometry from the Open Molecules 2025 dataset. Energies are from ωB97M-V/def2-TZVPD.

ORCA input file:
```
! wB97M-V def2-TZVPD RIJCOSX def2/J DEFGRID3
* xyz 0 1
O 0.49561 -0.97906 -0.75543
C 1.26743 -0.44441 0.24601
C 2.66254 0.24237 -0.19170
H -1.23916 1.90678 -0.51229
H -3.29073 0.83008 0.10977
O 0.98815 -0.27238 1.38513
H -3.11310 -0.28237 1.32571
C -1.35276 0.01308 -0.16789
N -2.81169 -0.12610 0.27045
H 3.60904 -0.35820 -0.79449
H 2.24523 1.19484 -0.77636
N -0.78658 -1.29730 -0.08370
H -1.20170 -2.20561 -0.49055
H 3.26637 0.70120 0.79871
N -0.73865 1.07707 -0.36335
*
```

Calculated values
E_tot: -11785.6211 eV
SMILES: [H]/N=C(\N)NOC(C)=O
frontier orbital gap: 10.4 eV
HOMO: -9.579 eV

---

Record 2
Here is a 2-piece molecular cluster, CH5O2 overall at a distorted geometry from the Open Molecules 2025 dataset. Energies are from ωB97M-V/def2-TZVPD.

ORCA input file:
```
! wB97M-V def2-TZVPD RIJCOSX def2/J DEFGRID3
* xyz -1 1
H 0.24758 0.35519 -1.66580
C -1.20629 -0.00594 1.04229
H -1.73396 0.72171 0.49347
H -1.74996 -0.89469 1.07671
H -1.48698 0.34584 2.10606
O 0.06415 -0.04050 0.65016
O 1.27188 0.01361 -1.60360
H 1.27282 -0.27727 -0.63667
*
```

Calculated values
E_tot: -5212.0111 eV
frontier orbital gap: 7.2 eV
HOMO: -2.349 eV

---

Record 3
Here is C43H46AuN2O6PS as an isolated structure from the Open Molecules 2025 dataset. Energies are from ωB97M-V/def2-TZVPD.

ORCA input file:
```
! wB97M-V def2-TZVPD RIJCOSX def2/J DEFGRID3
* xyz 0 1
H 3.42293 3.62019 -0.06555
C -1.32480 5.55019 1.67499
H -2.07128 5.56993 0.87891
C -0.58134 3.06769 4.34613
H -2.05409 -0.67700 2.65432
C 1.48193 3.11139 0.67579
H 0.88988 -7.02155 -4.02072
H 7.77382 2.96907 -1.71529
C 0.98851 5.82761 0.79147
H -0.49971 4.10523 4.04555
C -1.91994 -6.40115 -2.23461
C 0.09724 -7.17787 -3.30091
C -0.02288 4.96244 1.19168
H 1.67945 2.04198 0.65686
C -3.86519 2.57828 3.21715
H -3.70199 3.61064 -2.08192
C -2.56138 3.07813 -0.35284
C -0.36295 -0.97471 -1.37330
C -0.79039 2.07233 3.39683
H 6.59870 4.14117 -2.30489
H 0.82992 -9.07431 -2.64363
C -0.89481 -6.21986 -3.14815
H -1.09994 -1.79352 -3.15579
C 2.56676 -0.27975 -0.28839
H -5.21964 -2.48850 -1.75009
C 2.72033 1.04775 -2.91166
H -0.71261 -0.65865 5.38005
H -6.51407 -1.43951 -1.14184
H 2.87204 1.70880 -3.76496
C 2.46931 4.00069 0.27936
H -5.85480 3.28385 1.60054
H -0.32624 -3.67413 -1.66378
H 0.56515 -1.19655 -3.24056
H 7.07163 4.13550 -0.60178
H 4.57075 -0.76650 1.63403
H 1.70644 1.19025 -2.53063
C 0.35499 -3.16379 -2.34501
H -0.27926 3.47436 6.42586
C 0.24342 3.58361 1.11248
C -4.90987 3.50193 -0.30465
H -1.63352 2.99771 -0.91004
H -2.68273 -5.64126 -2.13708
O -0.65017 -1.57058 -0.28342
H -0.40023 1.09447 7.08263
N -3.78088 -0.25473 -0.10776
H 4.78396 2.74778 -3.05834
C 4.64309 0.31856 1.72431
Au -0.63091 0.27377 0.76133
H -1.16395 6.57370 2.01202
C -2.57041 2.82409 1.02109
C -0.69433 0.38426 5.08801
H -4.90200 2.65499 3.54054
C 6.85344 3.49980 -1.46116
C 4.76067 2.24546 -2.09630
P -0.93641 2.32722 1.62423
H -3.51428 1.57219 3.45035
C 5.67966 1.88033 0.06945
O 1.89286 -0.00184 0.75095
C -1.02479 -0.30993 2.67384
H 5.54950 0.55975 2.27957
C -5.59495 -1.95820 -0.87630
H 2.97362 6.06795 0.02774
C -1.94693 -7.55506 -1.46596
H 3.77115 0.63967 2.29418
C -4.92131 3.22922 1.05332
C -0.14373 -1.75199 -2.62642
H -0.34735 -1.15565 2.80347
S -0.83660 -4.75665 -4.13793
C 3.70090 0.68418 -0.60196
H -0.06630 -10.31917 -0.80792
H -1.24763 -9.56215 0.26525
C -1.01536 -9.78603 -0.77621
H 2.78567 0.01083 -3.24073
O -2.04395 -4.02619 -3.85457
C 4.66963 0.97201 0.36689
H -5.80590 -2.67602 -0.08613
C 2.21363 5.35988 0.33383
H 0.80945 6.89514 0.84467
C -0.51482 1.37185 6.04272
C 0.05658 -8.32458 -2.52850
H -2.74513 -7.69960 -0.74728
O -0.50290 -5.11975 -5.48600
H -1.79001 -10.45979 -1.14775
O 2.36557 -1.22413 -1.06614
H -1.76240 4.99172 2.50384
C -0.45076 2.71362 5.67631
H -3.27446 3.27142 3.81769
H 6.43474 2.09096 0.82081
N 0.46524 -3.97493 -3.55577
C -3.76476 2.87754 1.74525
H -5.83038 3.77036 -0.80683
O -0.33967 0.29772 -1.37187
C -0.82754 0.72750 3.74525
C -0.96397 -8.52988 -1.60153
C -3.72389 3.41928 -1.01769
H 1.07642 -3.65515 -4.29389
C 3.74875 1.32120 -1.84491
C 5.74090 2.53165 -1.15708
C -4.59369 -0.99919 -0.42547
H 1.32754 -3.11094 -1.86169
*
```

Calculated values
E_tot: -84420.0521 eV
frontier orbital gap: 7.1 eV
HOMO: -7.708 eV

---

Record 4
Here is C5H8O3 as an isolated structure at a distorted geometry from the Open Molecules 2025 dataset. Energies are from ωB97M-V/def2-TZVPD.

ORCA input file:
```
! wB97M-V def2-TZVPD RIJCOSX def2/J DEFGRID3
* xyz 0 1
H 0.53840 0.77222 2.18786
H -1.73413 -0.99746 -0.80431
C 0.59871 -0.44492 -0.84015
H 1.55475 1.50872 -0.75825
H -0.62389 -1.31394 2.13516
O 0.37465 0.60063 -1.69428
O 1.41664 -0.05938 0.23287
C -0.76194 -0.83636 1.20091
C 0.33275 0.37148 1.16587
H -0.64010 -2.26561 -0.52906
H -1.76067 -0.40343 1.23521
H 0.16459 2.67276 -1.40183
C 0.46010 1.56523 -0.83318
C -0.73450 -1.23743 -0.26382
O -0.36878 1.45729 0.40015
H 1.18343 -1.38980 -1.43315
*
```

Calculated values
E_tot: -11452.5789 eV
frontier orbital gap: 10.6 eV
HOMO: -9.654 eV

---

Record 5
Here is C10H19NO4S2W as an isolated structure at a distorted geometry from the Open Molecules 2025 dataset. Energies are from ωB97M-V/def2-TZVPD.

ORCA input file:
```
! wB97M-V def2-TZVPD RIJCOSX def2/J DEFGRID3
* xyz 4 1
N -0.04527 -0.01642 -2.36224
H 1.41775 -4.19624 -0.20687
C -3.16847 -0.02274 -0.28411
H 0.45990 1.28012 -3.98248
C 3.27306 0.08119 0.54085
H -2.97638 -0.94044 -0.85662
H -1.17862 2.52783 -2.57868
W 0.63944 -0.00469 -0.16334
C -0.13148 2.43214 -2.24264
H -1.06418 -0.00825 -2.51396
H 1.60133 -1.27494 -2.65672
H 0.39582 3.37320 -2.45593
H 1.62230 1.21451 -2.65884
O 4.49216 0.20557 0.56376
C -0.16050 -2.45700 -2.18096
S -0.16455 -2.42260 -0.34293
C -2.80331 0.03637 0.96611
C 0.54904 1.21995 -2.88424
H 2.28343 -2.60350 -0.43668
C 1.45220 -3.12624 0.07257
H 2.14166 2.77506 -0.36342
H -3.01729 0.84222 -0.94301
H 0.30686 -3.41576 -2.44290
H 0.42087 -1.35556 -3.95875
H 1.55258 -3.01844 1.16953
C 2.48215 0.11108 1.93788
O 2.47979 -0.07852 -0.53070
C 1.24420 3.18100 0.13920
H 1.11998 4.25955 -0.07437
O 1.18560 0.08185 1.79129
H -2.25563 -0.79791 1.40965
C 0.52517 -1.27254 -2.86400
S -0.27230 2.36825 -0.41296
H 1.30429 3.00990 1.23085
H -2.31860 0.93107 1.35414
H -1.23179 -2.50271 -2.43868
O 3.21889 0.15685 2.91610
*
```

Calculated values
E_tot: -43798.7985 eV
frontier orbital gap (alpha / beta): 5.1 / 4.2 eV
HOMO (alpha / beta): -24.520 / -23.829 eV

---

Record 6
Here is an isolated molecule of C21H27N3O2 from the Open Molecules 2025 dataset. Energies are from ωB97M-V/def2-TZVPD.

ORCA input file:
```
! wB97M-V def2-TZVPD RIJCOSX def2/J DEFGRID3
* xyz 0 1
H 0.07626 1.85761 -1.33931
C 0.65518 -3.35450 -0.24237
C 0.37255 -1.01452 0.33839
H -4.87713 0.28341 1.69494
H -1.12160 3.35496 2.54285
C -1.32961 -2.56266 0.89222
C -1.93584 2.67817 2.33298
H 3.68519 -3.40812 -3.14230
N 1.11323 0.13937 0.20476
C -0.52471 3.52168 -0.12459
H 3.81441 -0.94338 -3.79039
H 1.72105 -0.02116 -2.87508
H -4.08161 0.97466 5.27150
H 2.90977 -2.01054 -4.85886
C -2.56438 2.04162 3.38998
H -3.88520 -0.55659 4.41869
N 3.13192 0.77080 -0.73870
O 1.67469 3.08642 -0.87891
H 1.22873 -4.16169 -0.67033
C 3.32555 -2.22688 -1.41000
C 1.12228 -2.05504 -0.24097
C 2.90687 -1.54659 -3.86945
H 4.21892 -1.59626 -1.44660
H -3.76241 1.41045 -0.19457
C 1.68265 -0.64345 -3.76369
C -0.86292 -1.25539 0.90707
C -2.35748 2.44430 1.02775
H -2.29339 -2.77911 1.32682
C -0.58536 -3.59103 0.33487
O -1.84218 3.02338 -0.09767
H 1.57484 1.85457 1.27721
H -5.35080 0.39179 4.18451
H 3.56619 -3.11521 -0.81371
H 2.38567 2.40535 -0.91063
H -0.97637 -4.59704 0.34596
H -1.45376 -0.46525 1.34341
C 0.49878 2.43235 -0.49458
C -4.27535 0.45854 4.33443
C -3.62252 1.16864 3.18722
H -0.23037 4.00784 0.80890
C -3.43231 1.57830 0.81844
H -2.21791 2.23499 4.39529
C 2.28273 -0.14113 -0.46101
H 3.96286 0.45614 -1.22112
C 0.75538 1.45281 0.67038
H -0.50682 4.27057 -0.92038
C 2.94458 -2.66845 -2.82921
H -0.13427 1.34422 1.28928
C -4.05102 0.95444 1.88123
N 2.29052 -1.50046 -0.72558
H 1.97115 -3.16129 -2.79949
H 0.77124 -1.23752 -3.73231
H 1.63212 0.01585 -4.62721
*
```

Calculated values
E_tot: -30781.3296 eV
SMILES: [H]/N=c1\n(CCCC)c2ccccc2n1C[C@H](O)COc1ccc(C)cc1
frontier orbital gap: 8.5 eV
HOMO: -7.695 eV